Arrangement one

ORCA calculation (ωB97M-V/def2-TZVPD) on a cluster of 2 separate species, C3H7NOS in total.

HOMO ... -9.0 eV
Orbital gap ... 0.351 Ha
SMILES ... CC#[N+][O-].CS
Total charge ... 0

Each line ends with the Löwdin charge.
Element x y z (Å)
C: 0.853 0.863 -1.717  -0.101
C: 0.794 -0.414 -1.134  -0.139
N: 1.167 -1.520 -1.131  -0.150
O: 1.412 -2.630 -0.824  0.032
H: -0.060 1.233 -2.226  0.080
H: 1.070 1.732 -0.942  0.118
H: 1.619 0.942 -2.541  0.100
C: -1.611 0.160 1.901  -0.439
S: 0.259 0.122 2.014  0.611
H: -1.976 -0.203 2.856  0.009
H: -1.783 -0.539 1.065  0.020
H: -2.149 1.075 1.661  0.023
H: 0.405 -0.824 1.019  -0.164

***

Arrangement two

ORCA calculation (ωB97M-V/def2-TZVPD) on an isolated molecule of C3H7NOS.

HOMO ... -8.7 eV
Orbital gap ... 0.328 Ha
SMILES ... C[C@H](N)C(O)=S
Total charge ... 0

Each line ends with the Löwdin charge.
Element x y z (Å)
C: -1.077 0.535 0.637  -0.054
C: -0.100 -0.312 -0.208  -0.535
N: -0.079 -1.683 -0.136  -0.004
C: 1.319 0.314 -0.164  -0.701
O: 1.366 1.717 -0.304  -0.037
S: 2.753 -0.462 0.324  0.661
H: -0.702 0.798 1.672  0.103
H: -1.963 -0.040 0.939  0.077
H: -1.372 1.439 0.033  0.089
H: -0.415 0.000 -1.223  0.135
H: -0.944 -2.237 -0.471  0.130
H: 0.675 -2.199 -0.615  0.073
H: 0.539 2.130 -0.484  0.065

***

Top of the stability list: arrangement two, leading by 54.0 kcal/mol.

***

Arrangement one

ORCA calculation (ωB97M-V/def2-TZVPD) on a cluster of 2 separate species, C3H7NOS in total.

HOMO ... -8.3 eV
Orbital gap ... 0.324 Ha
Total charge ... 0

Each line ends with the Löwdin charge.
Element x y z (Å)
C: 1.570 -0.014 1.009  -0.065
C: 1.569 -0.512 -0.182  -0.103
C: -2.371 -1.226 0.009  -0.466
N: -3.656 0.928 -0.218  -0.371
O: -1.405 -2.073 0.261  -0.143
S: -1.991 0.471 0.049  0.753
H: 1.489 -0.741 1.780  0.055
H: 1.398 1.009 1.202  0.052
H: 1.274 -0.034 -1.023  0.018
H: 1.962 -1.496 -0.474  0.080
H: -3.924 1.595 0.506  0.003
H: -3.802 1.417 -1.193  0.074
H: -0.424 -1.683 0.427  0.112

***

Arrangement two

ORCA calculation (ωB97M-V/def2-TZVPD) on an isolated molecule of C3H7NOS.

HOMO ... -8.3 eV
Orbital gap ... 0.329 Ha
SMILES ... C=NSCCO
Total charge ... 0

Each line ends with the Löwdin charge.
Element x y z (Å)
C: 1.447 -2.426 0.056  -0.150
N: 0.695 -1.478 -0.301  -0.385
S: -0.252 -0.734 0.884  0.860
C: 0.093 0.994 0.393  -0.468
C: -0.616 1.324 -0.862  -0.389
O: -0.981 2.658 -0.925  -0.040
H: 1.881 -2.613 0.992  0.044
H: 1.622 -3.149 -0.724  0.063
H: -0.234 1.574 1.246  0.067
H: 1.195 1.226 0.461  0.104
H: 0.109 1.105 -1.644  0.114
H: -1.462 0.609 -0.891  0.104
H: -1.637 2.726 -1.599  0.076

***

Arrangement three

ORCA calculation (ωB97M-V/def2-TZVPD) on an isolated molecule of C3H7NOS.

HOMO ... -9.1 eV
Orbital gap ... 0.363 Ha
SMILES ... CNC(=O)SC
Total charge ... 0

Each line ends with the Löwdin charge.
Element x y z (Å)
C: -2.454 -0.131 -0.005  -0.066
N: -1.136 -0.740 -0.027  -0.051
C: -0.003 0.010 -0.041  -0.802
O: 0.024 1.230 -0.059  -0.008
S: 1.496 -0.986 -0.043  0.881
C: 2.699 0.359 0.009  -0.401
H: -3.096 -0.542 -0.780  0.079
H: -2.937 -0.289 0.976  0.089
H: -2.311 0.940 -0.167  0.083
H: -1.093 -1.705 0.030  0.088
H: 3.677 -0.088 -0.117  0.028
H: 2.646 0.864 0.988  0.049
H: 2.490 1.078 -0.764  0.032

***

Top of the stability list: arrangement three, leading by 58.7 kcal/mol.

***

Arrangement one

ORCA calculation (ωB97M-V/def2-TZVPD) on an isolated molecule of C3H4O2.

HOMO ... -10.2 eV
Orbital gap ... 0.409 Ha
SMILES ... O=C[C@H]1CO1
Total charge ... 0

Each line ends with the Löwdin charge.
Element x y z (Å)
O: -1.334 0.002 1.464  0.044
C: -0.238 -0.404 1.140  -0.235
C: -0.041 -0.679 -0.314  -0.268
C: 0.325 0.675 -0.747  -0.109
O: 1.138 -0.455 -1.049  0.006
H: 0.640 -0.341 1.814  0.142
H: -0.830 -1.200 -0.861  0.159
H: -0.452 1.029 -1.412  0.126
H: 0.792 1.373 -0.034  0.134

***

Arrangement two

ORCA calculation (ωB97M-V/def2-TZVPD) on a structure of composition C3H4O2.

HOMO ... -9.9 eV
Orbital gap ... 0.387 Ha
Total charge ... 0

Each line ends with the Löwdin charge.
Element x y z (Å)
C: 0.421 0.210 -0.901  -0.040
C: 1.380 -0.546 -0.470  0.162
C: -0.461 0.217 0.339  -0.478
O: 0.316 -0.761 0.982  -0.080
O: -1.872 -0.015 0.330  0.000
H: 0.213 0.737 -1.874  0.129
H: 2.404 -0.758 -0.542  0.082
H: -0.387 1.128 0.867  0.127
H: -2.013 -0.212 1.271  0.098

***

Top of the stability list: arrangement one, leading by 30.9 kcal/mol.